(1)
# C16H24N5O4S4V

A molecular structure, C16H24N5O4S4V (ωB97M-V with the def2-TZVPD basis set, the OMol25 dataset).

XYZ file:
```
54
Properties=species:S:1:pos:R:3:mulliken_spin:R:1
V 0.82 -0.10 -0.47 1.978
C -1.29 -2.60 -1.74 0.017
C -0.02 -3.42 -1.54 -0.011
S 1.15 -2.60 -0.40 -0.017
C 2.73 -2.66 -1.30 0.000
C 2.74 -2.02 -2.68 0.001
S 2.24 -0.26 -2.66 -0.018
C 1.03 -0.18 -4.01 0.010
C -0.17 -1.10 -3.85 -0.009
S -1.00 -0.89 -2.24 -0.023
H -1.94 -3.08 -2.47 0.000
H -1.86 -2.52 -0.81 -0.002
H -0.27 -4.39 -1.11 -0.001
H 0.49 -3.60 -2.48 0.000
H 3.44 -2.18 -0.63 -0.002
H 3.03 -3.71 -1.37 -0.001
H 3.76 -2.05 -3.07 0.000
H 2.11 -2.55 -3.38 0.000
H 0.74 0.87 -4.04 0.000
H 1.55 -0.40 -4.95 0.000
H -0.91 -0.86 -4.62 -0.001
H 0.10 -2.14 -3.97 0.000
C -0.85 -1.85 2.62 0.017
C 0.17 -0.77 2.67 0.002
N 0.78 -0.21 1.64 -0.043
C 1.62 0.76 2.14 0.039
C 1.52 0.79 3.50 0.001
N 0.61 -0.19 3.80 0.002
C 2.13 1.59 4.61 0.000
O 2.97 2.54 4.27 0.000
O 1.82 1.31 5.73 0.000
C 2.38 1.56 1.17 0.025
O 3.04 2.53 1.45 -0.002
O 2.22 1.09 -0.06 0.012
H -1.51 -1.69 1.76 -0.003
H -1.45 -1.86 3.52 0.001
H -0.36 -2.83 2.52 0.003
H 0.34 -0.39 4.76 -0.001
H 3.10 2.64 3.31 0.000
C -4.46 3.05 1.71 0.000
C -4.08 1.84 0.86 0.002
C -2.70 1.92 0.30 0.003
N -1.82 0.99 0.36 0.049
N -0.66 1.32 -0.26 -0.035
C -0.64 2.53 -0.79 -0.019
N 0.41 3.01 -1.50 0.020
S -2.12 3.37 -0.50 0.000
H -5.46 2.93 2.11 0.000
H -4.46 3.97 1.12 0.000
H -3.77 3.18 2.54 0.000
H -4.78 1.73 0.02 0.000
H -4.14 0.91 1.43 -0.001
H 1.33 2.73 -1.17 0.008
H 0.36 3.96 -1.83 -0.001
```

## Properties
<S²> = 2.016
largest force on an atom = 0.0121 hartree/bohr
LUMO energy (spin up / spin down) = -7.228 / -6.511 eV
orbital gap (spin up / spin down) = 8.09 / 8.85 eV
E_HOMO (spin up / spin down) = -15.3208 / -15.3635 eV
multiplicity = 3
charge = +2



(2)
# C16H24N8

8 unconnected molecules or ions with the total composition C16H24N8 in a non-equilibrium geometry (ωB97M-V with the def2-TZVPD basis set, the OMol25 dataset).

XYZ file:
```
48
Properties=species:S:1:pos:R:3:mulliken_charge:R:1
C 2.70 -2.09 3.28 -0.540
C 1.80 -3.19 3.67 0.471
N 1.11 -4.12 3.76 -0.570
H 2.34 -1.54 2.40 0.124
H 3.69 -2.53 3.00 0.314
H 2.89 -1.35 4.11 0.242
C -1.93 3.69 -1.44 -0.360
C -1.06 4.01 -2.61 0.317
N -0.33 4.10 -3.52 -0.500
H -1.48 4.01 -0.55 0.271
H -1.95 2.61 -1.51 -0.095
H -2.94 4.15 -1.44 0.297
C 0.75 -5.93 1.04 -0.823
C 0.79 -4.60 0.34 0.347
N 0.84 -3.50 0.06 -0.352
H -0.29 -6.21 1.06 0.259
H 1.06 -5.86 2.04 0.290
H 1.35 -6.64 0.49 0.301
C 0.79 0.07 -1.55 -0.680
C 1.03 0.68 -0.19 0.371
N 1.29 1.09 0.84 -0.436
H 0.84 0.82 -2.33 0.271
H -0.21 -0.33 -1.56 0.147
H 1.49 -0.76 -1.66 0.325
C -4.89 -0.52 -1.35 -0.872
C -3.68 0.12 -1.84 0.450
N -2.72 0.53 -2.31 -0.482
H -5.61 -0.47 -2.15 0.380
H -5.21 -0.03 -0.45 0.266
H -4.75 -1.61 -1.17 0.258
C 1.38 3.21 -5.99 -0.330
C 1.10 1.97 -6.81 0.263
N 0.77 1.13 -7.50 -0.377
H 1.17 4.07 -6.63 0.264
H 2.37 3.13 -5.57 0.244
H 0.74 3.27 -5.11 0.036
C 1.74 3.12 4.09 -0.709
C 2.67 1.99 4.43 0.346
N 3.37 1.13 4.73 -0.432
H 0.78 2.70 3.83 0.216
H 2.14 3.63 3.17 0.231
H 1.57 3.79 4.90 0.342
C -0.92 -1.52 2.64 -0.468
C -1.94 -0.94 1.72 0.164
N -2.72 -0.41 1.07 -0.324
H -0.01 -1.56 2.08 -0.185
H -1.20 -2.47 3.03 0.403
H -0.72 -0.87 3.47 0.326
```

## Properties
ΔE to the lowest compared entry with this formula, charge and spin = 20.0 kcal/mol
largest force on an atom = 0.0674 hartree/bohr
LUMO energy = 0.466 eV
orbital gap = 11.62 eV
E_HOMO = -11.1575 eV
SMILES string = CC#N.CC#N.CC#N.CC#N.CC#N.CC#N.CC#N.CC#N
multiplicity = 1
charge = 0



(3)
# C16H25AlBBrF4O8PS

A molecular structure, C16H25AlBBrF4O8PS in a non-equilibrium geometry (ωB97M-V with the def2-TZVPD basis set, the OMol25 dataset).

XYZ file:
```
58
Properties=species:S:1:pos:R:3:mulliken_charge:R:1
C 3.58 1.16 0.86 -0.551
O 3.63 0.63 -0.46 -0.421
B 2.52 0.94 -1.22 0.833
O 2.55 2.13 -1.92 -0.763
C 1.31 -0.12 -1.29 0.472
O 1.51 -1.04 -0.21 -0.251
C -0.10 0.49 -1.11 0.009
C -0.40 1.72 -1.99 -1.892
C -0.21 3.07 -1.24 0.139
C -1.57 3.81 -1.05 -1.588
O 0.41 2.94 0.04 -0.570
C -1.10 -0.66 -1.47 -0.715
C -2.54 -0.40 -1.00 -0.603
C -2.49 -0.52 0.52 0.353
C -2.55 0.59 1.33 -0.055
C -2.46 0.45 2.69 -0.889
C -2.29 -0.78 3.28 0.992
C -2.14 -0.97 4.77 -1.513
C -2.25 -1.88 2.45 -0.810
C -2.35 -1.75 1.09 -0.415
S -0.98 -0.99 -3.25 1.389
O -1.35 -2.36 -3.46 -0.739
O -1.80 -0.13 -4.04 -0.761
O 0.55 -0.71 -3.63 -0.562
C 1.46 -1.02 -2.55 -0.701
P 1.41 -2.86 -2.06 0.306
O 1.42 -3.78 -3.43 -0.519
Br 3.37 -3.25 -1.09 -0.246
H 4.11 0.49 1.55 0.211
H 4.12 2.11 0.90 0.292
H 2.56 1.25 1.25 0.149
H 3.48 2.38 -2.00 0.301
H 1.34 -0.64 0.66 0.371
H -0.25 0.66 -0.04 0.954
H 0.20 1.71 -2.90 0.405
H -1.45 1.68 -2.30 0.992
H 0.40 3.74 -1.85 0.410
H -1.77 4.48 -1.88 0.396
H -1.56 4.41 -0.13 0.333
H -2.41 3.11 -0.96 0.349
H -0.26 2.92 0.73 0.342
H -0.76 -1.58 -0.98 0.231
H -2.94 0.56 -1.31 0.343
H -3.16 -1.24 -1.36 0.523
H -2.66 1.56 0.85 0.450
H -2.49 1.33 3.33 0.358
H -2.23 -2.02 5.06 0.364
H -1.11 -0.69 5.03 0.288
H -2.80 -0.31 5.34 0.378
H -2.11 -2.86 2.90 0.283
H -2.28 -2.67 0.50 0.379
H 2.46 -0.82 -2.95 0.599
H 0.69 -3.52 -4.01 0.385
F 1.73 -0.80 2.50 -0.463
Al 2.75 -2.16 2.80 0.705
F 4.37 -1.73 2.49 -0.416
F 2.28 -3.46 1.78 -0.403
F 2.59 -2.64 4.43 -0.436
```

## Properties
ΔE to the lowest compared entry with this formula, charge and spin = 17.5 kcal/mol
largest force on an atom = 0.0528 hartree/bohr
LUMO energy = 2.330 eV
orbital gap = 7.78 eV
E_HOMO = -5.4463 eV
multiplicity = 1
charge = -1



(4)
# C16H25AlO9

A molecular structure, C16H25AlO9 in a non-equilibrium geometry (ωB97M-V with the def2-TZVPD basis set, the OMol25 dataset).

XYZ file:
```
51
Properties=species:S:1:pos:R:3:mulliken_charge:R:1
Al 2.47 1.59 0.73 1.454
O 4.01 0.30 2.76 -0.319
H 4.04 -0.18 3.61 0.298
O 1.17 -0.53 -0.93 -0.380
C 0.13 -1.12 -1.33 0.517
O -0.29 -1.18 -2.60 -0.340
C -1.31 -2.14 -2.89 -0.433
C -1.79 -2.44 -1.44 -0.701
C -0.70 -2.04 -0.47 0.080
H -0.93 -3.00 -3.45 0.307
H -2.12 -1.64 -3.43 0.311
H -1.93 -3.52 -1.40 0.356
H -2.70 -1.91 -1.18 0.206
H -0.01 -2.78 -0.08 0.456
H -1.24 -1.57 0.36 -0.069
O 0.96 -0.68 1.87 -0.328
C 0.70 -1.30 2.90 0.283
O 0.53 -2.66 2.97 -0.313
C 0.50 -3.07 4.31 -0.460
C 0.78 -1.85 5.19 -0.570
C 0.38 -0.69 4.31 -0.328
H 1.27 -3.83 4.46 0.297
H -0.47 -3.53 4.49 0.334
H 1.82 -1.69 5.49 0.262
H 0.26 -1.95 6.14 0.355
H 1.10 0.12 4.44 0.283
H -0.62 -0.28 4.37 0.309
O -0.51 1.69 0.54 -0.549
C -1.72 1.77 0.78 0.362
O -2.66 1.16 -0.02 -0.295
C -3.95 1.05 0.62 -0.392
C -3.96 2.14 1.71 -0.616
C -2.42 2.37 1.97 -0.215
H -4.08 0.07 1.09 0.274
H -4.83 1.17 -0.01 0.377
H -4.50 1.73 2.57 0.338
H -4.47 3.02 1.32 0.285
H -2.12 1.78 2.83 0.032
H -2.15 3.42 2.08 0.402
O 3.24 1.13 -2.09 -0.554
C 3.06 1.44 -3.24 0.449
O 3.76 2.45 -3.81 -0.365
C 3.39 2.72 -5.19 -0.377
C 1.97 2.05 -5.33 -0.680
C 1.99 0.95 -4.19 0.087
H 4.08 2.29 -5.91 0.286
H 3.27 3.79 -5.40 0.335
H 1.91 1.71 -6.36 0.342
H 1.24 2.82 -5.07 0.290
H 2.35 -0.04 -4.50 0.316
H 1.08 0.87 -3.60 0.002
```

## Properties
ΔE to the lowest compared entry with this formula, charge and spin = 46.3 kcal/mol
largest force on an atom = 0.0701 hartree/bohr
LUMO energy = -12.467 eV
orbital gap = 3.30 eV
E_HOMO = -15.7690 eV
multiplicity = 1
charge = +2



(5)
# C16H25ClN2OV

A molecular structure, C16H25ClN2OV in a non-equilibrium geometry (ωB97M-V with the def2-TZVPD basis set, the OMol25 dataset).

XYZ file:
```
46
Properties=species:S:1:pos:R:3:mulliken_spin:R:1
C 0.02 0.24 -4.59 0.000
C 1.41 0.80 -4.94 0.000
C -0.19 -1.09 -5.33 0.000
C -1.07 1.24 -4.99 0.000
Cl -0.09 -0.07 -2.73 -0.001
H -0.15 -0.94 -6.42 0.000
H -1.18 -1.51 -5.12 0.000
H 0.60 -1.81 -5.08 0.000
H 1.49 0.98 -6.03 0.000
H 2.20 0.09 -4.68 0.000
H 1.57 1.77 -4.46 0.000
H -1.04 1.43 -6.08 0.000
H -0.90 2.21 -4.52 0.000
H -2.07 0.86 -4.77 0.000
C 1.51 -1.80 2.00 -0.009
C 0.73 -2.68 1.15 -0.056
C 0.93 -2.25 -0.22 -0.033
H 0.24 -3.59 1.46 -0.003
C 1.82 -1.13 -0.20 -0.052
C 2.18 -0.86 1.15 -0.047
H 2.96 -0.15 1.45 0.001
H 1.74 -1.97 3.06 -0.006
H 0.62 -2.79 -1.11 -0.005
H 2.29 -0.71 -1.09 -0.001
C -2.37 0.61 1.42 -0.062
C -2.33 -0.57 2.22 -0.009
C -2.27 -1.70 1.33 -0.056
H -2.55 -0.61 3.29 -0.004
C -2.26 -1.20 -0.02 -0.049
C -2.30 0.23 0.05 -0.040
H -2.45 0.89 -0.82 0.000
H -2.58 1.63 1.76 0.000
H -2.39 -2.74 1.61 -0.003
H -2.39 -1.78 -0.93 -0.007
V -0.31 -0.78 0.94 1.430
C 0.43 1.11 6.12 0.000
N 0.91 2.02 5.12 -0.001
C 0.75 1.73 3.80 0.005
N 1.17 2.71 2.95 0.002
O 0.25 0.66 3.39 0.004
H 0.96 0.16 6.06 0.000
H -0.63 0.94 6.01 0.000
H 0.60 1.52 7.12 0.000
H 1.31 2.90 5.38 -0.001
H 1.20 2.46 1.99 0.006
H 1.63 3.54 3.32 0.000
```

## Properties
<S²> = 0.847
largest force on an atom = 0.0585 hartree/bohr
LUMO energy (spin up / spin down) = -9.347 / -8.848 eV
orbital gap (spin up / spin down) = 6.04 / 6.54 eV
E_HOMO (spin up / spin down) = -15.3831 / -15.3833 eV
multiplicity = 2
charge = +2